No. 1
The following is a DFT calculation (ωB97M-V with the def2-TZVPD basis set) of C13H19ILuN5O2 as an isolated structure.

Calculated values
**2S+1**: 1
**Total charge**: -2
**HOMO-LUMO gap**: 1.867 eV

```
41
C13H19ILuN5O2 | the Open Molecules 2025 dataset | ωB97M-V with the def2-TZVPD basis set
C -2.49312 -0.30543 -2.81789
I 0.06586 0.98860 -2.45126
H -3.50069 -0.71628 -2.66810
H -2.02392 -0.84463 -3.64892
H -2.64608 0.74138 -3.12539
C 0.37187 3.96274 2.03087
C -0.85473 4.15176 1.49736
N -1.15073 3.02921 0.75128
C -0.15405 2.08694 0.83763
N 0.78562 2.70953 1.62750
H 0.97567 4.59007 2.66117
H -1.52268 4.99093 1.55982
C 2.22877 -3.62393 -1.29426
C 0.71057 -2.14618 -0.45021
N 2.03208 -2.37325 -0.75099
H 0.71852 -5.16723 -1.74684
N 0.09934 -3.29932 -0.89040
H 3.20444 -3.98313 -1.56228
Lu -0.11927 -0.24614 0.55151
C -1.56840 -0.25240 -1.61802
O -1.99464 -0.11905 -0.39837
C 1.01469 -4.20243 -1.39035
C -1.31643 -3.58275 -0.87759
H -1.44596 -4.67477 -0.94415
H -1.83860 -3.12136 -1.73586
H -1.79448 -3.21014 0.04421
C 3.11077 -1.42799 -0.52828
H 4.05138 -1.89247 -0.86660
H 3.22346 -1.16852 0.54354
H 2.96552 -0.48953 -1.09712
C 2.07363 2.14621 1.97016
H 2.84720 2.92653 1.97601
H 2.37549 1.36787 1.24801
H 2.05906 1.69496 2.97451
C -2.35319 2.94541 -0.04061
H -2.12565 2.72563 -1.09363
H -2.85553 3.91893 0.02373
H -3.04063 2.17171 0.32961
O 0.14549 0.26343 4.91324
C -0.04146 -0.08244 3.79265
N -0.21919 -0.48250 2.66429
```



No. 2
The following is a DFT calculation (ωB97M-V with the def2-TZVPD basis set) of C13H19IN5OSY as an isolated structure.

Calculated values
**2S+1**: 1
**Total charge**: -2
**HOMO-LUMO gap (alpha / beta)**: 2.228 / 2.134 eV

```
41
C13H19IN5OSY | the Open Molecules 2025 dataset | ωB97M-V with the def2-TZVPD basis set
C -1.92891 -3.12335 -4.46870
I -2.50712 -2.52982 -2.63968
H -1.18128 -2.40533 -3.77313
H -2.72877 -2.58495 -4.94281
H -1.70718 -4.13927 -4.88914
C -0.05618 -0.36819 3.90666
C -0.35279 -1.65989 3.64313
N -0.14346 -1.85704 2.28727
C 0.20822 -0.69047 1.66140
N 0.30468 0.21180 2.70084
H -0.05307 0.17958 4.82539
H -0.65361 -2.46694 4.28707
C -1.56720 2.45158 -1.96960
C 0.08624 1.79346 -0.54926
N -1.21435 2.16310 -0.65364
H -0.24633 2.41367 -3.76169
N 0.53560 1.76694 -1.86982
H -2.53165 2.85807 -2.22276
Y 1.32427 -0.09305 -0.28579
C 0.36966 -1.97480 -1.80227
O 1.52980 -2.16523 -1.80199
C -0.46169 2.24064 -2.72235
C 1.93084 1.61154 -2.27481
H 2.21858 2.42875 -2.95867
H 2.14217 0.65766 -2.81166
H 2.62325 1.69210 -1.40829
C -2.13158 2.25060 0.45903
H -3.07586 2.68642 0.10587
H -1.69895 2.90892 1.21996
H -2.33154 1.27869 0.94533
C 0.73749 1.59013 2.58481
H 0.18216 2.18880 3.32491
H 0.50896 1.98087 1.57057
H 1.82411 1.68927 2.76389
C -0.34610 -3.12635 1.62463
H -1.17772 -3.08868 0.89866
H -0.59063 -3.88695 2.38208
H 0.55227 -3.43932 1.06628
S 4.40906 0.49514 3.16040
C 3.85610 0.14322 1.73297
N 3.34252 -0.08132 0.65491
```



No. 3
The following is a DFT calculation (ωB97M-V with the def2-TZVPD basis set) of C13H19N2 as an isolated structure.

Calculated values
**2S+1**: 1
**Total charge**: +1
**HOMO-LUMO gap**: 9.739 eV

```
34
C13H19N2 | the Open Molecules 2025 dataset | ωB97M-V with the def2-TZVPD basis set
C -4.29588 0.03556 -0.39220
C -3.77064 0.57195 0.78955
C -3.53990 -0.80168 -1.19541
C -2.49210 0.27280 1.19109
C -2.22582 -1.00024 -0.92814
C -1.69165 -0.46850 0.28352
C 1.38049 -0.52847 -0.79953
C -0.29483 -0.75661 0.71667
C 1.80117 0.76719 -0.06368
C 2.11523 -0.83615 -2.02473
C 0.02641 -1.47416 1.97096
C 1.91966 2.04487 -0.88600
C 3.08326 0.50626 0.64066
N 0.44438 -1.21268 -0.31447
N 0.70871 0.86302 0.83528
H -5.31872 0.22189 -0.70169
H -4.42768 1.01250 1.40803
H -4.17628 -1.12719 -1.99275
H -2.09446 0.59498 2.11436
H -1.75245 -1.69546 -1.56603
H 3.05208 -0.30595 -2.20826
H 1.46276 -0.65015 -2.85814
H 2.58324 -1.74977 -2.01343
H 1.08414 -1.54614 1.87528
H -0.35867 -2.40667 1.76360
H -0.50915 -1.07234 2.86903
H 2.58411 2.76874 -0.31449
H 0.98074 2.41998 -1.23678
H 2.62635 1.76984 -1.71131
H 3.20660 1.25852 1.31529
H 3.88061 0.36147 -0.23057
H 3.09626 -0.43989 1.16564
H 0.00160 1.62986 0.65580
H 0.91044 0.97265 1.84289
```



No. 4
The following is a DFT calculation (ωB97M-V with the def2-TZVPD basis set) of a 2-piece molecular cluster, C13H19N2 overall.

Calculated values
**2S+1**: 1
**Total charge**: +1
**HOMO-LUMO gap**: 6.942 eV

```
34
C13H19N2 | the Open Molecules 2025 dataset | ωB97M-V with the def2-TZVPD basis set
C -1.50038 -0.91533 1.77723
C -0.74914 0.29605 1.33414
C -1.53039 1.56437 1.27910
C 0.68068 0.33243 1.42765
C 1.37352 1.57173 1.48358
C 2.76007 1.62639 1.51948
C 3.51158 0.43541 1.52895
C 2.84394 -0.80166 1.57570
C 1.45259 -0.86552 1.52689
H -1.44867 -1.67385 0.98858
H -1.12759 -1.33331 2.72701
H -2.55352 -0.63744 1.88530
H -1.04539 2.36921 0.71742
H -2.48789 1.35436 0.79018
H -1.73595 1.91739 2.30602
H 0.80670 2.49525 1.46130
H 3.24528 2.59177 1.58101
H 4.60128 0.47908 1.60850
H 3.41732 -1.73048 1.69014
H 0.93421 -1.82952 1.48508
C 0.68966 0.98752 -1.74247
C -0.43058 -0.00291 -1.84217
N -1.13257 -0.55748 -0.90712
C -1.96036 -1.61305 -1.52953
C -1.77711 -1.45705 -3.03765
N -0.74147 -0.43628 -3.09019
H 0.94881 1.32804 -2.75037
H 0.40330 1.85793 -1.13473
H 1.55083 0.48790 -1.26915
H -1.51979 -2.57052 -1.18407
H -3.02584 -1.63662 -1.23881
H -1.45591 -2.40722 -3.48565
H -2.69808 -1.11693 -3.53731
H -0.29914 -0.10964 -3.94405
```



No. 5
The following is a DFT calculation (ωB97M-V with the def2-TZVPD basis set) of one molecule with the formula C13H19NO.

Calculated values
**2S+1**: 1
**HOMO-LUMO gap (alpha / beta)**: 7.731 / 6.501 eV

```
34
C13H19NO | the Open Molecules 2025 dataset | ωB97M-V with the def2-TZVPD basis set
C -0.42133 2.14058 -0.11973
C -0.36810 1.12535 -1.08241
C 0.25389 2.15864 1.07764
C -1.72665 0.66814 -1.62705
C 1.06818 1.12072 1.63555
C -0.55003 -0.96212 1.68635
C -2.98575 0.53594 -0.76754
C 0.95377 0.42120 -1.30868
C 0.79232 -0.39686 1.16928
C 1.27874 -0.70432 -0.29986
C -1.87601 -0.78117 1.10016
C 0.59331 -2.03175 -0.57477
C 2.86622 -0.66814 -0.30053
N -2.91730 -0.21502 0.44231
O -2.48848 -1.68582 0.33351
H -1.14879 2.88340 -0.29256
H 1.74372 1.21162 -1.37363
H 0.06120 2.97614 1.70788
H -1.99611 1.41939 -2.55777
H -1.53940 -0.26676 -2.16861
H 2.21265 1.11914 1.55026
H 0.94355 1.03568 2.77199
H -0.53035 -2.16251 1.69108
H -0.45494 -0.57058 2.68328
H -3.46218 1.57114 -0.60857
H -3.65923 -0.00027 -1.41270
H 0.91371 -0.03330 -2.34119
H 1.47613 -0.94909 1.71118
H 1.02720 -2.72012 0.18810
H 0.74069 -2.43603 -1.57197
H -0.43157 -1.86155 -0.36886
H 3.04500 -0.67989 -1.28481
H 3.23408 -1.54459 0.26451
H 3.35187 0.28283 0.04816
```



No. 6
The following is a DFT calculation (ωB97M-V with the def2-TZVPD basis set) of C13H19O9P2Pd as an isolated structure.

Calculated values
**2S+1**: 5
**Total charge**: +1
**HOMO-LUMO gap (alpha / beta)**: 10.130 / 5.714 eV
**<S²>**: 6.04

```
44
C13H19O9P2Pd | the Open Molecules 2025 dataset | ωB97M-V with the def2-TZVPD basis set
Pd -0.72652 0.05595 -1.39394
O -1.31866 -2.94020 -4.54080
P -1.15873 -1.70702 -3.62708
O 0.46956 -1.43139 -3.62419
O -1.60317 -1.91683 -2.23394
O -1.75249 -0.49012 -4.39728
P -1.99650 1.06540 -3.79308
O -0.43215 1.48873 -3.64044
O -2.72588 1.84326 -4.77088
O -2.44358 0.86650 -2.35540
H -1.32162 -2.80307 -5.50238
H -0.15428 2.06661 -4.37116
O 2.10392 -0.40318 -2.49153
C 0.97833 -0.70637 -2.60465
C -0.60668 2.51241 -0.24327
C 0.40648 2.65444 0.87892
C -0.22113 3.48279 2.01338
C 1.00084 1.37864 1.45088
C 2.16289 1.50539 2.16661
C 2.72659 0.43503 2.86163
C 2.10171 -0.81579 2.85262
C 0.93622 -1.03340 2.17207
C 0.33954 -2.42697 2.13713
C 0.38454 -3.04144 0.73191
C -1.06317 -2.51048 2.75188
C 0.33845 0.07861 1.41366
O -0.75686 -0.10687 0.78971
H -0.81399 3.47689 -0.70542
H -1.55409 2.11479 0.11088
H -0.17121 1.88801 -1.05424
H 1.25667 3.21880 0.48419
H -1.08224 2.96144 2.43561
H -0.55572 4.44803 1.63259
H 0.49527 3.66277 2.81286
H 2.64324 2.47562 2.21249
H 3.64317 0.57607 3.41829
H 2.55585 -1.63646 3.39374
H 1.00338 -3.03146 2.76094
H -0.36428 -2.58788 0.08590
H 0.14862 -4.10341 0.79019
H 1.37383 -2.93288 0.28202
H -1.79616 -1.99939 2.13610
H -1.08175 -2.07659 3.75172
H -1.36823 -3.55500 2.82180
```



No. 7
The following is a DFT calculation (ωB97M-V with the def2-TZVPD basis set) of C13H20AlGeN5SSe as an isolated structure.

Calculated values
**2S+1**: 1
**HOMO-LUMO gap (alpha / beta)**: 6.341 / 6.341 eV

```
42
C13H20AlGeN5SSe | the Open Molecules 2025 dataset | ωB97M-V with the def2-TZVPD basis set
Al 11.21372 9.69248 6.06576
C 14.46824 8.88014 3.68616
C 13.37339 8.83700 4.71543
N 12.33886 9.88631 4.58336
N 12.73637 11.19640 4.38668
C 12.54195 12.11877 5.29081
N 12.78905 13.41242 5.03517
S 11.95112 11.70869 6.83242
C 13.06265 7.85353 5.61414
C 13.78005 6.64939 5.73261
C 13.34047 5.61836 6.52941
C 12.20529 5.86795 7.37475
C 11.57869 7.04625 7.32010
N 11.94164 8.06331 6.45295
H 13.94962 9.14197 2.71553
H 15.00743 7.94627 3.53691
H 15.27148 9.63563 3.93496
H 12.87964 11.50570 3.45996
H 13.26171 13.73351 4.19690
H 12.45883 14.08796 5.68105
H 14.63457 6.48358 5.14527
H 13.84964 4.66590 6.46467
H 11.84660 5.06984 7.97514
H 10.68019 7.23772 7.86010
Se 7.31762 13.22480 4.63923
C 8.24154 11.99364 5.50502
N 8.75730 11.16346 6.09150
C 6.30467 9.24126 5.25663
Ge 8.15415 8.58038 5.13062
C 8.37214 6.74797 5.87176
C 8.82938 8.91104 3.34200
C 9.21262 9.80896 6.39143
H 5.55475 8.50807 4.95908
H 6.17719 10.13128 4.68190
H 6.15482 9.50259 6.31055
H 7.73237 6.02960 5.38497
H 8.02436 6.76366 6.90636
H 9.41583 6.46238 5.82366
H 8.29696 8.18026 2.71830
H 9.91349 8.76389 3.30800
H 8.58790 9.86652 2.89641
H 9.00780 9.57346 7.39280
```



No. 8
The following is a DFT calculation (ωB97M-V with the def2-TZVPD basis set) of C13H20Br3F5N2O5P as an isolated structure.

Calculated values
**2S+1**: 1
**Total charge**: +1
**HOMO-LUMO gap**: 8.744 eV

```
49
C13H20Br3F5N2O5P | the Open Molecules 2025 dataset | ωB97M-V with the def2-TZVPD basis set
C 2.01334 3.68779 -1.33957
C 1.94379 2.39175 -2.08744
O 2.75369 1.95080 -2.83875
O 0.77591 1.67477 -1.80949
C 1.04191 0.36755 -1.32363
C -0.23691 -0.27538 -0.81987
N -0.76676 0.14708 0.54185
C 0.32464 0.11620 1.57955
C 1.18500 -1.15627 1.62684
O 2.12506 -0.82450 2.64088
C 3.46035 -1.16039 2.35921
C 4.15588 -0.08155 1.51544
F 4.31426 -0.47686 0.24308
F 5.34439 0.21655 1.99008
F 3.43694 1.04869 1.46078
N -1.18538 1.57078 0.35042
C -2.48511 1.69701 -0.26377
O -2.65530 1.71443 -1.42075
F -3.47389 1.82237 0.63610
C -0.98830 2.40482 1.52405
O -1.52054 2.30864 2.56144
F -0.09252 3.33277 1.23470
P -2.01373 -1.17629 1.04289
C -2.92149 -0.54164 2.47200
C -3.16310 -1.31696 -0.34817
H 1.05843 4.21435 -1.42427
H 2.15930 3.46089 -0.27631
H 2.83758 4.29291 -1.71288
H 1.36562 -0.27779 -2.15390
H 1.86490 0.37616 -0.60091
H -1.02802 -0.05254 -1.53956
H -0.12368 -1.36424 -0.78555
H 0.99652 0.95223 1.36381
H -0.13290 0.24218 2.56266
H 1.70405 -1.32978 0.67926
H 0.61000 -2.03583 1.92318
H 3.98772 -1.24130 3.31237
H 3.54695 -2.11619 1.83306
H -2.22976 -0.10945 3.20019
H -3.73294 0.15849 2.27280
H -3.33686 -1.45344 2.91952
H -3.69887 -2.25082 -0.14340
H -3.89934 -0.51292 -0.45030
H -2.62600 -1.42709 -1.29188
C -2.11587 -3.80785 -4.37206
Br -1.03267 -5.14777 -3.53112
Br -3.98750 -4.16257 -4.17197
Br -1.67365 -2.04310 -3.71258
H -1.88517 -3.80670 -5.42803
```



DFT total energy, record by record: -67051.5043 -43255.4959 -16761.3524 -16762.2875 -17318.3405 -54269.8838 -160551.0910 -260017.9712 eV
Max |F|, record by record: 4.164 8.080 5.120 1.482 4.978 1.823 4.089 1.461 eV/A